Entry 1:
{
  "formula": "C5H8N2",
  "method": "wB97M-V/def2-TZVPD",
  "molar_mass_g_mol": 96.13,
  "total_energy_ha": -304.81900,
  "orbital_gap_ev": 10.0,
  "smiles": "Cc1ccn(C)n1",
  "symbols": ["C", "N", "C", "C", "C", "C", "N", "H", "H", "H", "H", "H", "H", "H", "H"],
  "coordinates": [[-1.200682, -2.097330, 0.594526], [-0.319755, -0.993135, 0.294346], [0.971978, -0.837105, 0.660144], [1.361732, 0.409369, 0.229854], [0.208654, 0.946681, -0.387858], [0.030368, 2.280067, -1.045725], [-0.802171, 0.086518, -0.338113], [-0.603493, -2.993867, 0.775496], [-1.858723, -2.265266, -0.259396], [-1.810308, -1.879203, 1.476710], [1.503541, -1.616326, 1.188382], [2.336898, 0.864988, 0.340227], [-1.007180, 2.385938, -1.375065], [0.685630, 2.385681, -1.918829], [0.263187, 3.099051, -0.355308]],
  "atomic_forces_ev_per_a": [[-0.1, -0.1, 0.0], [0.1, -0.1, 0.1], [-0.1, 0.0, 0.0], [0.0, 0.0, 0.0], [0.0, 0.1, -0.1], [0.0, 0.0, 0.0], [0.2, 0.1, 0.0], [-0.1, 0.1, 0.0], [0.1, 0.0, 0.1], [0.1, 0.0, -0.1], [-0.1, 0.1, -0.1], [-0.2, -0.1, 0.0], [0.2, 0.0, 0.0], [-0.1, 0.0, 0.2], [0.0, -0.1, -0.1]]
}

Entry 2:
{
  "formula": "C52H45N8P2Tl",
  "method": "wB97M-V/def2-TZVPD",
  "charge": 2,
  "molar_mass_g_mol": 1048.32,
  "total_energy_ha": -3301.38434,
  "orbital_gap_ev": 6.9,
  "symbols": ["Tl", "C", "C", "N", "C", "C", "C", "C", "C", "C", "C", "N", "C", "C", "C", "C", "C", "C", "C", "C", "N", "C", "H", "H", "H", "H", "H", "H", "H", "H", "H", "H", "H", "H", "C", "N", "C", "P", "C", "C", "C", "C", "C", "C", "C", "C", "C", "C", "C", "C", "C", "C", "C", "C", "C", "C", "P", "C", "C", "C", "C", "C", "C", "C", "C", "C", "C", "C", "C", "H", "H", "H", "H", "H", "H", "H", "H", "H", "H", "H", "H", "H", "H", "H", "H", "H", "H", "H", "H", "H", "H", "H", "H", "H", "H", "H", "H", "H", "N", "C", "N", "N", "C", "N", "H", "H", "H", "H"],
  "coordinates": [[-15.462908, -15.494409, 5.811979], [-18.671906, -12.054500, 6.323245], [-17.649233, -12.868687, 5.803844], [-17.101664, -13.875439, 6.442095], [-17.531146, -14.141553, 7.710805], [-18.546651, -13.420702, 8.324576], [-19.095962, -12.330830, 7.602067], [-19.012496, -13.802953, 9.604009], [-18.499870, -14.901609, 10.228802], [-17.432170, -15.595274, 9.635246], [-16.853764, -15.180562, 8.442089], [-15.702173, -15.727532, 7.914374], [-14.812796, -16.541720, 8.630567], [-14.642624, -16.552235, 9.989631], [-13.744796, -17.460470, 10.626152], [-13.085678, -18.399487, 9.900632], [-13.063118, -18.283392, 8.491369], [-12.215333, -19.077611, 7.671109], [-12.125383, -18.825495, 6.334263], [-12.896634, -17.772339, 5.814546], [-13.796551, -17.125125, 6.513450], [-13.903489, -17.347297, 7.836704], [-19.099690, -11.277612, 5.722710], [-17.302791, -12.684221, 4.776496], [-19.871213, -11.760325, 8.102354], [-19.798350, -13.229128, 10.099761], [-18.934553, -15.273278, 11.150024], [-17.074609, -16.507691, 10.094073], [-15.143380, -15.842890, 10.630481], [-13.587198, -17.414988, 11.725002], [-12.430906, -19.101134, 10.401726], [-11.687335, -19.886937, 8.151357], [-11.410294, -19.332195, 5.670647], [-12.820231, -17.541340, 4.763649], [-13.242815, -14.218231, 3.257118], [-14.230330, -14.868655, 2.414261], [-14.389656, -16.304564, 2.620645], [-15.784550, -16.838464, 3.703344], [-17.314641, -16.533437, 2.777549], [-18.043057, -15.372713, 2.984470], [-19.183719, -15.145855, 2.225106], [-19.560906, -16.053800, 1.226266], [-18.826237, -17.233322, 1.070973], [-17.714809, -17.481426, 1.848600], [-15.536119, -18.595479, 3.899057], [-14.636654, -19.300301, 3.072582], [-14.499126, -20.668133, 3.177113], [-15.245282, -21.343153, 4.137442], [-16.085205, -20.664445, 5.011922], [-16.259259, -19.293409, 4.863783], [-14.277209, -14.477514, 1.057658], [-13.156499, -14.058465, 0.357178], [-13.270126, -13.650656, -0.964102], [-14.502848, -13.701007, -1.598409], [-15.627471, -14.112482, -0.885682], [-15.509745, -14.509372, 0.431446], [-13.908754, -13.628129, 4.871813], [-14.811895, -12.119525, 4.481250], [-14.929797, -11.144514, 5.467811], [-15.642380, -9.979956, 5.244652], [-16.308303, -9.816449, 4.041579], [-16.291335, -10.837724, 3.072920], [-15.496301, -11.958935, 3.284164], [-12.465165, -13.116095, 5.859112], [-11.744476, -11.990096, 5.484210], [-10.593174, -11.655722, 6.177414], [-10.129322, -12.489997, 7.193900], [-10.865226, -13.585288, 7.584661], [-12.050779, -13.908144, 6.927949], [-12.821292, -13.335862, 2.788838], [-12.412596, -14.880909, 3.536309], [-13.469227, -16.751311, 2.987342], [-14.575968, -16.786055, 1.671642], [-17.776742, -14.722960, 3.777853], [-19.774488, -14.265067, 2.430956], [-20.451271, -15.828367, 0.615172], [-19.150039, -17.953499, 0.324408], [-17.208465, -18.439313, 1.757369], [-14.115895, -18.775763, 2.261281], [-13.784603, -21.222925, 2.558346], [-15.196860, -22.413091, 4.170689], [-16.635171, -21.159977, 5.767536], [-16.967824, -18.737646, 5.474853], [-12.194853, -14.038091, 0.868646], [-12.402993, -13.327584, -1.513432], [-14.616643, -13.329717, -2.611306], [-16.605503, -14.085277, -1.332270], [-16.409114, -14.832595, 0.955107], [-14.432651, -11.258076, 6.420216], [-15.684897, -9.216296, 6.029788], [-16.853547, -8.890228, 3.852105], [-16.851604, -10.725359, 2.154694], [-15.524564, -12.800211, 2.569713], [-12.114263, -11.277920, 4.729584], [-10.100402, -10.739290, 5.895768], [-9.146741, -12.218246, 7.647790], [-10.565993, -14.163040, 8.415011], [-12.590792, -14.788995, 7.241900], [-20.976247, -15.407087, 7.335037], [-21.430591, -16.153897, 6.295330], [-22.736023, -16.173537, 6.028731], [-20.666869, -16.871740, 5.499958], [-19.374607, -16.875659, 5.696936], [-18.222799, -16.938566, 5.807639], [-21.642244, -15.105938, 8.036250], [-20.042390, -15.582272, 7.731501], [-23.396815, -15.637745, 6.544395], [-23.002727, -16.685024, 5.200305]],
  "atomic_forces_ev_per_a": [[-0.1, 0.0, -0.2], [0.1, -0.6, 1.0], [-0.1, 0.1, -1.2], [-0.3, 0.4, 0.4], [1.2, -0.7, 0.0], [-0.5, 0.5, 0.1], [-0.1, 0.0, -0.2], [-0.6, 0.5, 0.5], [0.0, -0.2, -0.5], [0.0, -0.3, -0.2], [0.0, -0.3, 0.5], [0.0, -0.2, 0.4], [-0.2, 0.2, -1.0], [0.6, -0.2, 0.7], [-0.4, 0.3, 0.5], [0.7, 0.2, 0.1], [-0.3, -0.4, -0.6], [-0.5, 0.1, 0.5], [0.6, 0.3, -0.5], [-0.1, -0.7, -0.1], [0.1, 0.3, -0.2], [0.1, -0.1, 1.2], [0.0, 0.3, -0.1], [-0.2, -0.1, 0.5], [0.0, 0.1, -0.2], [0.2, 0.0, -0.3], [0.1, 0.1, 0.0], [0.0, 0.2, 0.1], [-0.2, 0.0, -0.1], [-0.4, 0.0, -0.9], [0.0, -0.1, -0.1], [0.3, 0.0, -0.1], [-0.5, 0.1, 0.4], [0.0, 0.1, -0.1], [0.1, -0.4, 0.4], [0.0, -0.4, 1.0], [0.1, 0.3, -0.1], [-0.3, 0.4, -0.2], [0.7, -0.2, 0.4], [-0.5, -0.7, -0.6], [0.1, -0.2, -0.2], [0.0, 0.3, 0.3], [-0.8, 0.3, -0.6], [0.0, -0.3, 0.0], [0.3, -0.8, -0.3], [-0.1, 0.8, -0.6], [0.2, -0.3, 0.2], [-0.1, 0.1, 0.1], [0.3, 0.8, -0.9], [0.0, 0.3, 0.2], [-0.1, 0.3, -0.5], [0.3, 0.1, 0.3], [-0.2, -0.3, -0.1], [-0.3, 0.4, 0.1], [0.4, 0.1, -0.2], [-0.6, -0.1, -0.2], [0.3, 0.4, 0.1], [-0.1, 0.2, 0.4], [0.3, 0.1, 0.2], [-0.1, 0.1, 0.2], [-0.4, -0.1, -0.6], [0.5, 0.6, 0.5], [-0.6, -0.8, -0.6], [-0.7, -0.7, -0.3], [-0.1, 0.9, 0.0], [-0.3, -0.3, -0.2], [1.2, 1.1, -0.1], [-0.6, 0.2, -0.5], [0.5, 0.3, -0.1], [0.0, 0.1, -0.3], [0.1, 0.0, -0.2], [0.2, -0.1, 0.2], [-0.1, 0.0, -0.4], [0.2, 0.7, 0.6], [-0.1, 0.1, -0.1], [0.6, -0.3, 0.3], [0.1, 0.0, 0.2], [0.1, 0.2, 0.0], [0.0, -0.3, 0.5], [-0.5, 0.3, 0.1], [0.2, -0.4, 0.2], [-0.4, -0.6, 0.5], [0.2, -0.3, 0.1], [-0.1, 0.0, -0.3], [0.2, 0.1, 0.0], [0.1, -0.2, 0.1], [-0.2, -0.1, -0.2], [0.3, 0.1, 0.1], [0.1, -0.1, 0.1], [0.0, -0.3, -0.4], [0.1, -0.3, 0.0], [0.0, 0.0, 0.0], [0.1, 0.7, 0.2], [0.1, -0.6, 0.2], [0.3, 0.0, 0.1], [-1.1, -0.4, -0.1], [0.4, -0.6, 0.7], [-0.2, 0.0, 0.0], [0.3, -0.1, 0.5], [0.4, -0.1, 0.3], [0.2, -0.2, -0.3], [0.2, 0.1, -0.1], [-0.3, -0.1, 0.0], [0.5, 0.2, 0.2], [0.1, 0.0, -0.2], [-0.7, 0.0, -0.6], [-0.4, 0.2, 0.1], [-0.2, 0.1, 0.2]]
}

Entry 3:
{
  "formula": "C21H18AuF8N3OSSi",
  "method": "wB97M-V/def2-TZVPD",
  "molar_mass_g_mol": 737.50,
  "total_energy_ha": -2672.82943,
  "orbital_gap_ev": [7.8, 4.8],
  "spin_multiplicity": 3,
  "symbols": ["Au", "F", "C", "F", "F", "C", "C", "C", "C", "N", "C", "S", "H", "H", "H", "C", "C", "C", "C", "C", "C", "N", "N", "Si", "C", "C", "C", "H", "H", "H", "H", "H", "H", "H", "H", "H", "H", "H", "H", "H", "H", "H", "F", "C", "C", "F", "C", "F", "C", "O", "C", "F", "C", "F"],
  "coordinates": [[-0.767565, 0.819688, 0.002261], [-2.149055, 6.546284, 2.019606], [-2.234496, 5.858287, 0.848716], [-3.409261, 5.216130, 0.845085], [-2.270777, 6.785370, -0.142573], [-1.041863, 4.955520, 0.686434], [0.198650, 5.568292, 0.761643], [1.362833, 4.833426, 0.606188], [1.235836, 3.475896, 0.379471], [0.051409, 2.888146, 0.315663], [-1.101500, 3.575256, 0.450269], [-2.485528, 2.543200, 0.261298], [0.240663, 6.635664, 0.938778], [2.334316, 5.301255, 0.656554], [2.089595, 2.826726, 0.231785], [-4.145199, -0.103202, -1.384277], [-3.307012, -1.217377, -0.847232], [-3.708175, -2.539671, -0.884753], [-2.869474, -3.517006, -0.340836], [-1.655749, -3.187134, 0.205921], [-1.272642, -1.824638, 0.191801], [-2.126517, -0.894672, -0.299057], [-0.101871, -1.278491, 0.555756], [1.122464, -1.791778, 1.673596], [2.210248, -3.117000, 0.917643], [0.328100, -2.472625, 3.232064], [2.113016, -0.263271, 2.084564], [-5.057641, -0.486335, -1.835728], [-3.588949, 0.470060, -2.126531], [-4.406032, 0.584142, -0.580000], [-4.659126, -2.803237, -1.324575], [-3.180726, -4.554842, -0.363377], [-0.991267, -3.942026, 0.601625], [1.616799, -3.966587, 0.573589], [2.942869, -3.493227, 1.633882], [2.750572, -2.715632, 0.057811], [-0.227617, -3.390504, 3.036132], [-0.366851, -1.745717, 3.655325], [1.084812, -2.697433, 3.986658], [2.574976, 0.170958, 1.192406], [2.907306, -0.489987, 2.798582], [1.463862, 0.491345, 2.531323], [3.482453, -3.622166, -3.390544], [2.937679, -2.547999, -2.863740], [1.567083, -2.324358, -3.015671], [0.833035, -3.199919, -3.685798], [1.004939, -1.193239, -2.478785], [-0.276385, -0.972682, -2.633555], [1.785279, -0.236235, -1.742588], [1.272172, 0.801888, -1.284390], [3.175858, -0.531380, -1.594186], [3.938449, 0.306513, -0.921218], [3.740481, -1.645358, -2.159981], [5.035521, -1.888340, -2.033025]],
  "atomic_forces_ev_per_a": [[-1.4, -0.1, 0.6], [-0.1, -0.2, -0.4], [-0.1, 0.0, 0.1], [0.3, 0.3, 0.0], [-0.1, -0.2, 0.3], [0.0, 0.0, 0.0], [0.0, 0.0, 0.0], [0.0, 0.1, 0.0], [0.1, 0.0, 0.0], [-0.1, -0.2, 0.1], [-0.1, 0.2, 0.0], [0.3, 0.2, -0.1], [0.0, 0.0, 0.0], [0.0, 0.0, 0.0], [0.0, 0.0, 0.0], [0.0, 0.0, 0.0], [0.1, -0.1, 0.1], [0.0, 0.1, 0.0], [0.0, -0.1, 0.0], [-0.1, 0.1, 0.0], [0.5, 0.0, 0.1], [0.0, -0.2, -0.2], [0.4, 0.1, 0.0], [-0.6, 0.0, -0.1], [0.1, 0.0, 0.0], [0.1, 0.0, 0.0], [0.1, -0.1, -0.1], [0.0, 0.0, 0.0], [0.0, 0.0, 0.0], [-0.1, 0.0, 0.0], [0.0, 0.0, 0.0], [0.0, 0.0, 0.0], [0.0, 0.0, 0.0], [0.0, 0.0, 0.0], [0.1, 0.0, 0.0], [0.0, -0.1, 0.0], [0.0, 0.0, 0.0], [0.0, 0.0, 0.0], [0.0, 0.0, 0.0], [-0.1, 0.0, 0.1], [0.0, 0.0, 0.0], [0.0, 0.0, 0.0], [0.1, -0.2, -0.1], [-0.1, 0.1, 0.0], [0.0, 0.3, 0.2], [0.0, -0.1, -0.1], [0.3, -0.5, -0.1], [-0.3, 0.1, -0.1], [-0.4, 0.2, 0.0], [0.6, 0.2, -0.4], [0.4, -0.5, -0.3], [0.1, 0.2, 0.1], [-0.2, 0.3, 0.1], [0.2, -0.1, 0.0]]
}